Entry from OMol25: an isolated ion of composition C4H6FN2 and charge +1 in a non-equilibrium geometry (ωB97M-V/def2-TZVPD).

Values from the calculation:
DFT total energy	-365.0518	hartree
energy above the lowest of the compared OMol25 structures with the same formula, charge and spin	46.62	kcal/mol
net charge	+1
SMILES	C[N+](C)=C(F)C#N
E_HOMO	-17.10	eV
HOMO-LUMO gap	10.955	eV
E_LUMO	-0.226	Eh

Element x y z (Å)
F1 -1.31523 -1.54270 0.69853
N1 -2.90995 1.38522 0.30910
N2 0.16766 -0.13679 -0.07827
C1 1.12436 -1.19387 0.20086
C2 0.50107 1.22211 -0.47066
C3 -2.10937 0.56250 0.17573
C4 -1.03687 -0.35836 0.24540
H1 -0.30807 1.87989 -0.25993
H2 1.37635 1.48902 0.18317
H3 0.54226 -2.17666 -0.08619
H4 0.61238 1.12022 -1.55238
H5 1.40409 -1.25498 1.20389
H6 1.95136 -0.99559 -0.56924

natural (NBO) atomic charge list, values in e, 2 entries: -0.22 -0.04

Entry from OMol25: one molecule with the formula C4H6FN3 in a non-equilibrium geometry (ωB97M-V/def2-TZVPD).

Values from the calculation:
DFT total energy	-419.9444	hartree
energy above the lowest of the compared OMol25 structures with the same formula, charge and spin	125.03	kcal/mol
net charge	0
E_HOMO	-7.33	eV
HOMO-LUMO gap	7.968	eV
E_LUMO	0.023	Eh

Element x y z (Å)
F1 1.83462 -0.35074 -2.78776
N1 -0.22256 0.27125 0.33934
N2 0.28891 1.45183 -0.22041
N3 -0.34393 -2.09717 -0.00915
C1 -0.20403 -0.84420 -0.33947
C2 1.49955 0.05507 -1.58203
C3 1.00064 1.31418 -1.30460
C4 -0.83187 0.63775 1.61573
H1 -0.72053 -0.10001 2.37398
H2 -1.93192 0.99247 1.52732
H3 1.26417 2.29054 -1.63702
H4 -0.42438 1.56944 1.90799
H5 -0.60728 -2.78174 -0.75056
H6 -0.60137 -2.40868 0.86664

natural (NBO) atomic charge list, values in e, 2 entries: -0.34 -0.25

Entry from OMol25: a 2-piece molecular cluster, C4H6FNO overall in a non-equilibrium geometry (ωB97M-V/def2-TZVPD).

Values from the calculation:
DFT total energy	-385.8229	hartree
energy above the lowest of the compared OMol25 structures with the same formula, charge and spin	31.74	kcal/mol
net charge	0
E_HOMO	-8.19	eV
HOMO-LUMO gap	9.164	eV
E_LUMO	0.036	Eh

Element x y z (Å)
F1 1.22967 -0.82710 2.30455
O1 -1.69323 -2.42911 -1.21410
N1 -1.01103 0.41665 1.01102
C1 1.34812 -0.26046 1.11011
C2 0.39735 0.75071 -0.88539
C3 -1.46677 -1.47427 -1.80474
C4 0.28431 0.23670 0.54456
H1 2.19267 -0.51377 0.47531
H2 -1.06066 0.54858 2.04550
H3 1.44133 0.54155 -1.33182
H4 -1.65765 0.82515 0.32346
H5 -0.26632 0.32663 -1.63518
H6 0.26220 1.85872 -0.94328

natural (NBO) atomic charge list, values in e, 2 entries: -0.34 -0.49

Entry from OMol25: a 2-piece molecular cluster, C4H6FNO overall in a non-equilibrium geometry (ωB97M-V/def2-TZVPD).

Values from the calculation:
DFT total energy	-385.6570	hartree
energy above the lowest of the compared OMol25 structures with the same formula, charge and spin	135.87	kcal/mol
net charge	0
E_HOMO (spin up / spin down)	-7.50 / -9.18	eV
HOMO-LUMO gap (spin up / spin down)	7.180 / 8.975	eV
E_LUMO (spin up / spin down)	-0.012 / -0.007	Eh

Element x y z (Å)
F1 1.79431 -1.49357 0.76929
O1 1.08223 2.06640 -0.99416
N1 2.02245 -0.73533 -0.35036
C1 0.56804 1.16213 -0.47447
C2 -0.91316 0.52997 1.33567
C3 -1.11431 -0.54053 -0.84540
C4 -0.49467 0.51007 0.06122
H1 -1.82868 0.13131 1.64427
H2 -0.95475 -1.47205 -0.26869
H3 -2.25594 -0.54776 -1.09222
H4 -0.18998 1.04290 2.01292
H5 -0.45795 -0.60988 -1.74250
H6 2.74241 -0.04365 -0.05558

natural (NBO) atomic charge list, values in e, 2 entries: -0.27 -0.42

Entry from OMol25: one molecule with the formula C4H6FNO2 in a non-equilibrium geometry (ωB97M-V/def2-TZVPD).

Values from the calculation:
DFT total energy	-461.0350	hartree
energy above the lowest of the compared OMol25 structures with the same formula, charge and spin	61.99	kcal/mol
net charge	0
SMILES	CC(=O)/C(CF)=N/O
E_HOMO	-10.16	eV
HOMO-LUMO gap	10.102	eV
E_LUMO	-0.002	Eh

Element x y z (Å)
F1 2.50234 -1.04971 -0.53105
O1 -1.39647 -1.51634 -0.02678
O2 1.93363 1.58558 0.06013
N1 0.61360 1.28399 -0.02237
C1 -2.12334 0.71340 -0.24201
C2 1.35966 -1.19412 0.30374
C3 -1.11704 -0.33985 -0.09888
C4 0.35043 0.01302 -0.08084
H1 2.46422 0.79728 -0.17465
H2 1.58863 -1.19830 1.38257
H3 -2.20939 1.16846 0.76680
H4 -3.12798 0.34913 -0.49836
H5 0.90834 -2.12088 0.06164
H6 -1.74662 1.50833 -0.89992

natural (NBO) atomic charge list, values in e, 2 entries: -0.38 -0.54

Entry from OMol25: one molecule with the formula C4H6FNO2 in a non-equilibrium geometry (ωB97M-V/def2-TZVPD).

Values from the calculation:
DFT total energy	-460.9077	hartree
energy above the lowest of the compared OMol25 structures with the same formula, charge and spin	141.87	kcal/mol
net charge	0
SMILES	C=CCO/[N+]([O-])=C/F
E_HOMO	-8.99	eV
HOMO-LUMO gap	9.778	eV
E_LUMO	0.029	Eh

Element x y z (Å)
F1 -2.36678 -1.42263 -0.09169
O1 -1.56806 0.97081 0.95106
O2 -0.23020 1.12839 -0.97057
N1 -1.24299 0.53357 -0.15158
C1 0.72721 -1.18967 0.30572
C2 1.08005 -0.01666 0.72811
C3 -1.50559 -0.59846 -0.68887
C4 0.91339 1.24455 -0.11885
H1 1.63841 0.21371 1.69465
H2 0.81948 -2.09595 0.94260
H3 1.70749 1.21295 -0.81592
H4 0.46222 -1.35709 -0.71380
H5 0.78911 2.09489 0.61325
H6 -1.22373 -0.71841 -1.68413

natural (NBO) atomic charge list, values in e, 2 entries: -0.29 -0.47

Entry from OMol25: one molecule with the formula C4H6FNO2 in a non-equilibrium geometry (ωB97M-V/def2-TZVPD).

Values from the calculation:
DFT total energy	-461.0354	hartree
energy above the lowest of the compared OMol25 structures with the same formula, charge and spin	61.74	kcal/mol
net charge	0
SMILES	C/C(=C/F)N(O)C=O
E_HOMO	-8.64	eV
HOMO-LUMO gap	9.477	eV
E_LUMO	0.031	Eh

Element x y z (Å)
F1 -0.97997 -2.24546 0.04305
O1 2.77957 -1.08787 -0.06314
O2 1.56364 1.09792 0.02940
N1 0.80178 -0.08177 0.01546
C1 1.55744 -1.18700 -0.00231
C2 -1.07849 1.43340 -0.01447
C3 -0.55331 0.02053 -0.02634
C4 -1.42039 -0.99353 -0.05637
H1 -2.52710 -0.91339 -0.05004
H2 -0.60151 1.90443 -0.85587
H3 0.98934 -2.09566 0.09171
H4 -0.84113 2.02269 0.92413
H5 2.45545 0.69234 0.12254
H6 -2.14530 1.43336 -0.15774

natural (NBO) atomic charge list, values in e, 2 entries: -0.34 -0.63

Entry from OMol25: one molecule with the formula C4H6FNOS in a non-equilibrium geometry (ωB97M-V/def2-TZVPD).

Values from the calculation:
DFT total energy	-783.9145	hartree
energy above the lowest of the compared OMol25 structures with the same formula, charge and spin	103.87	kcal/mol
net charge	0
SMILES	C[C@@H](F)/C=N/OC=S
E_HOMO	-8.84	eV
HOMO-LUMO gap	8.643	eV
E_LUMO	-0.007	Eh

Element x y z (Å)
S1 2.92544 0.39581 0.14318
F1 -3.04649 0.61319 -1.01949
O1 0.69581 0.11233 1.63206
N1 0.08422 0.34127 0.32716
C1 -2.14515 -1.50850 -1.65624
C2 2.06732 0.16036 1.56621
C3 -1.82705 -0.08424 -1.04106
C4 -1.12015 -0.14361 0.30526
H1 -2.31259 -1.24499 -2.88380
H2 -1.19367 0.54395 -1.64243
H3 -3.21333 -1.91420 -1.05823
H4 2.50411 -0.29939 2.55144
H5 -1.83847 -0.59441 1.06142
H6 -1.34053 -2.17413 -1.53552

natural (NBO) atomic charge list, values in e, 2 entries: -0.05 -0.36

Entry from OMol25: C4H6FNOSm as an isolated structure in a non-equilibrium geometry (ωB97M-V/def2-TZVPD).

Values from the calculation:
spin multiplicity	5
DFT total energy	-1043.0541	hartree
net charge	+2
E_HOMO (spin up / spin down)	-19.06 / -18.05	eV
HOMO-LUMO gap (spin up / spin down)	8.846 / 8.017	eV
E_LUMO (spin up / spin down)	-0.375 / -0.369	Eh

Element x y z (Å)
Sm1 -2.08537 1.22872 -0.17632
F1 2.12571 -0.30852 0.56459
O1 -1.65910 -1.90882 0.02149
N1 -0.19316 -0.61929 -1.23198
C1 -0.13581 -0.37140 1.20738
C2 -0.78684 -1.09358 -0.02324
C3 0.59704 0.59759 -0.93119
C4 0.99876 0.42862 0.55279
H1 1.45899 0.66689 -1.56435
H2 -0.12918 1.43195 -1.04480
H3 1.11794 1.41798 0.97254
H4 0.33081 -1.19012 1.73026
H5 -0.79325 0.16311 1.90756
H6 -0.84654 -0.44311 -1.98474

natural (NBO) atomic charge list, values in e, 2 entries: 1.87 -0.29

Entry from OMol25: a 2-piece molecular cluster, C4H6FO4S overall in a non-equilibrium geometry (ωB97M-V/def2-TZVPD).

Values from the calculation:
spin multiplicity	3
DFT total energy	-954.9919	hartree
energy above the lowest of the compared OMol25 structures with the same formula, charge and spin	0.00	kcal/mol
net charge	-1
E_HOMO (spin up / spin down)	-3.29 / -5.23	eV
HOMO-LUMO gap (spin up / spin down)	6.928 / 7.249	eV
E_LUMO (spin up / spin down)	0.134 / 0.074	Eh

Element x y z (Å)
S1 -0.40937 -0.05460 -2.13005
F1 0.97370 -1.59898 1.10221
O1 -0.50364 -1.45104 -2.55841
O2 0.79722 0.75330 -2.53228
O3 -1.68036 0.56196 -2.30963
O4 -0.78470 1.54356 0.64039
C1 -0.47963 0.29641 0.72455
C2 1.94547 0.68426 0.56777
C3 -1.61391 -0.67948 0.99030
C4 0.79767 -0.23399 0.86479
H1 1.60027 1.61430 0.93428
H2 2.03260 0.82874 -0.53361
H3 -1.25134 -1.64858 0.91375
H4 2.93784 0.36954 1.07449
H5 -1.93796 -0.35948 1.94311
H6 -2.42388 -0.62590 0.30833

natural (NBO) atomic charge list, values in e, 2 entries: 2.04 -0.33

Entry from OMol25: C4H6HgNaO2 as an isolated structure in a non-equilibrium geometry (ωB97M-V/def2-TZVPD).

Values from the calculation:
spin multiplicity	2
DFT total energy	-621.9746	hartree
net charge	0
E_HOMO (spin up / spin down)	-5.36 / -4.99	eV
HOMO-LUMO gap (spin up / spin down)	2.569 / 2.311	eV
E_LUMO (spin up / spin down)	-0.103 / -0.099	Eh

Element x y z (Å)
Hg1 -1.88858 -0.01889 -0.58216
Na1 -0.50135 2.07476 2.42473
O1 2.07803 -4.90108 -0.18930
O2 -0.69544 -1.57100 0.78918
C1 2.96439 -3.00624 -1.25088
C2 3.08422 -4.02105 -0.31485
C3 1.44158 -0.52427 0.43422
C4 0.52136 -1.11632 1.22168
H1 3.83492 -2.40802 -1.53772
H2 2.11701 -2.98288 -1.96692
H3 0.75850 -1.49167 2.21835
H4 1.20158 -0.15917 -0.56740
H5 2.40849 -0.25843 0.86742
H6 -0.60901 -2.42273 0.34217

natural (NBO) atomic charge list, values in e, 2 entries: 0.04 0.87

Entry from OMol25: C4H6HoO3 as an isolated structure in a non-equilibrium geometry (ωB97M-V/def2-TZVPD).

Values from the calculation:
spin multiplicity	6
DFT total energy	-1328.9467	hartree
energy above the lowest of the compared OMol25 structures with the same formula, charge and spin	9.57	kcal/mol
net charge	+2
E_HOMO (spin up / spin down)	-16.91 / -19.20	eV
HOMO-LUMO gap (spin up / spin down)	6.145 / 8.489	eV
E_LUMO (spin up / spin down)	-0.396 / -0.394	Eh

Element x y z (Å)
Ho1 1.71017 -0.11385 -1.09081
O1 -1.23576 0.35284 -0.16883
O2 0.13127 -0.47517 1.31290
O3 0.08602 1.66858 0.99820
C1 0.73319 -0.42092 2.61776
C2 -0.55118 0.01664 -1.38096
C3 -0.53649 0.61986 0.91176
C4 -1.54779 -0.08934 -2.47486
H1 -2.40170 -0.72608 -2.18099
H2 -1.07544 -0.52719 -3.36295
H3 -1.95526 0.89795 -2.75876
H4 1.78269 -0.69011 2.46373
H5 0.16332 -1.14114 3.21027
H6 0.75767 0.51870 3.17710

natural (NBO) atomic charge list, values in e, 2 entries: 2.16 -0.48